Entry from the Open Molecules 2025 dataset: H3NOS2 in the gas phase at a distorted geometry (wB97M-V/def2-TZVPD).

Structure (XYZ):
```
7
H3NOS2 | the Open Molecules 2025 dataset | wB97M-V/def2-TZVPD
S -1.10169 -0.34551 -0.12729
N -0.27320 1.07158 0.25998
O 1.16726 0.95818 -0.27460
S 1.91161 -0.39807 0.03210
H -0.94926 -0.78396 1.08555
H -0.37688 1.93140 -0.46395
H 1.70284 -1.03977 -1.21724
```

The gap between HOMO and LUMO comes out at 9.77 eV. Its LUMO energy is 0.50 eV. The total energy is -25253.103 eV. As for the spin multiplicity: 1. As for the highest occupied orbital energy: -9.28 eV. Its relative energy (zero: lowest compared OMol25 entry of this formula, charge and spin) is 64.3 kcal per mole. Its structure (SMILES) is SNOS.